Entry 1:
{
  "formula": "C7H14BrClO3S",
  "method": "ωB97M-V/def2-TZVPD",
  "spin_multiplicity": 1,
  "e_homo_ev": -8.5,
  "energy_ha": -3933.138334,
  "species": ["C", "C", "C", "C", "C", "C", "C", "O", "O", "O", "S", "Cl", "Br", "H", "H", "H", "H", "H", "H", "H", "H", "H", "H", "H", "H", "H", "H"],
  "coordinates": [[-3.253, 0.376, 0.561], [-2.006, -1.055, -1.094], [-1.502, -1.220, 1.369], [4.280, 0.586, -0.788], [-0.931, 0.846, 0.106], [-1.907, -0.291, 0.225], [1.527, -0.335, 0.515], [2.688, 2.047, 0.760], [1.956, 1.342, -1.504], [-0.562, 1.331, -0.942], [2.611, 0.932, -0.132], [2.176, -0.696, 2.124], [1.902, -1.781, -0.729], [-3.184, 0.942, 1.487], [-3.560, 1.048, -0.237], [-4.014, -0.392, 0.680], [-1.052, -1.513, -1.338], [-2.756, -1.838, -1.020], [-2.279, -0.381, -1.902], [-0.559, -1.710, 1.148], [-2.262, -1.985, 1.505], [-1.397, -0.667, 2.298], [4.187, -0.099, -1.621], [4.666, 1.546, -1.105], [4.878, 0.168, 0.011], [-0.625, 1.295, 1.068], [0.980, 1.502, -1.444]],
  "atomic_forces_ev_per_a": [[0.184, 0.004, -0.086], [0.048, 0.218, 0.116], [0.053, 0.127, -0.172], [-0.884, -0.203, 0.234], [0.128, 0.033, 0.364], [-0.254, -0.248, -0.242], [1.299, 0.652, -0.510], [0.175, 0.052, 0.335], [0.920, -0.427, 0.106], [-0.274, 0.107, -0.386], [-0.576, 0.727, -0.691], [-0.042, -0.200, 0.172], [-0.218, -0.707, -0.132], [-0.062, 0.079, 0.130], [-0.061, 0.062, -0.055], [-0.070, -0.067, 0.042], [0.103, -0.056, -0.058], [-0.116, -0.094, 0.040], [-0.024, 0.006, -0.093], [0.080, -0.084, 0.037], [-0.113, -0.043, 0.027], [0.051, 0.043, 0.184], [0.019, -0.081, -0.033], [-0.038, 0.233, 0.006], [0.008, -0.072, 0.182], [0.001, 0.038, -0.033], [-0.340, -0.098, 0.516]]
}

---

Entry 2:
{
  "formula": "C7H14ClFNO4",
  "method": "ωB97M-V/def2-TZVPD",
  "spin_multiplicity": 1,
  "total_charge": 1,
  "e_homo_ev": -14.1,
  "energy_ha": -1190.614047,
  "species": ["O", "C", "O", "C", "F", "C", "Cl", "O", "H", "H", "C", "C", "C", "O", "C", "N", "H", "H", "H", "H", "H", "H", "H", "H", "H", "H", "H", "H"],
  "coordinates": [[-2.118, -0.549, 1.603], [-1.698, 0.342, 2.383], [-2.498, 0.741, 3.532], [-2.096, 2.111, 3.734], [-2.616, 2.788, 2.579], [-0.525, 1.947, 3.468], [0.179, 1.016, 4.895], [-0.473, 1.110, 2.269], [-2.258, 2.550, 4.774], [-0.030, 2.973, 3.289], [-0.523, 0.098, -1.967], [0.995, 0.221, -1.924], [1.724, -0.930, -2.622], [1.674, -2.106, -1.817], [0.589, -2.986, -2.125], [1.422, 0.204, -0.487], [-0.899, -0.683, -1.303], [-0.987, 1.038, -1.648], [-0.866, -0.115, -2.981], [1.299, 1.184, -2.342], [2.785, -0.667, -2.707], [1.360, -1.103, -3.639], [0.256, -2.896, -3.161], [-0.242, -2.787, -1.445], [0.926, -4.009, -1.950], [0.845, 0.794, 0.122], [2.402, 0.485, -0.381], [1.373, -0.771, -0.152]],
  "atomic_forces_ev_per_a": [[2.938, 4.429, 3.534], [-2.596, -2.977, -1.919], [2.078, 1.126, -1.976], [1.751, -1.205, -1.447], [0.648, -0.248, 2.484], [-0.313, 1.065, 0.034], [-0.374, 1.116, -1.291], [-2.866, -0.679, 1.892], [-0.642, -0.592, -1.758], [-0.455, -2.006, 0.279], [-0.199, 0.324, 0.192], [-0.765, -0.065, -0.639], [0.804, -0.193, 0.638], [-0.119, 0.506, -0.625], [-0.144, -0.393, 0.418], [0.477, -0.133, 0.446], [0.074, -0.039, -0.077], [0.008, -0.123, -0.063], [0.110, 0.041, 0.116], [0.079, -0.151, 0.031], [-0.057, -0.092, -0.020], [-0.194, 0.118, 0.182], [0.095, 0.089, 0.042], [-0.130, -0.074, -0.158], [0.056, 0.148, -0.049], [-0.025, -0.090, -0.107], [-0.138, 0.049, -0.005], [-0.100, 0.050, -0.152]]
}

---

Entry 3:
{
  "formula": "C7H14ClN3O5SiSm",
  "method": "ωB97M-V/def2-TZVPD",
  "spin_multiplicity": 6,
  "de_lowest_kcal_mol": 28.53,
  "total_charge": 1,
  "e_homo_ev": [-12.1, -12.1],
  "energy_ha": -2222.839415,
  "species": ["Sm", "O", "Cl", "O", "O", "O", "N", "C", "C", "N", "C", "C", "N", "H", "H", "H", "H", "H", "C", "Si", "C", "C", "O", "H", "H", "H", "H", "H", "H", "H", "H", "H"],
  "coordinates": [[-0.441, -1.334, 1.149], [-0.861, -2.734, 2.953], [-2.147, -2.537, 2.361], [-3.163, -3.224, 2.973], [-2.329, -1.106, 2.353], [-1.984, -2.894, 0.969], [-4.985, 0.766, -1.655], [-3.740, 0.975, -1.221], [-2.958, -0.040, -0.613], [-1.713, 0.204, -0.198], [-1.217, 1.449, -0.375], [-1.995, 2.429, -0.987], [-3.223, 2.199, -1.394], [-5.460, -0.111, -1.539], [-5.468, 1.524, -2.109], [-3.346, -1.052, -0.499], [-0.181, 1.624, -0.085], [-1.630, 3.434, -1.152], [4.209, -0.886, 1.098], [2.357, -1.224, 1.261], [1.872, -3.142, 1.328], [1.541, -0.653, 2.999], [1.310, -0.628, 0.219], [4.781, -1.317, 1.915], [4.415, 0.179, 1.069], [4.580, -1.305, 0.168], [1.953, -3.555, 2.334], [2.546, -3.713, 0.695], [0.835, -3.353, 0.938], [2.231, -0.040, 3.573], [1.285, -1.515, 3.632], [0.633, 0.003, 2.821]],
  "atomic_forces_ev_per_a": [[5.225, 3.550, -3.544], [0.949, -0.861, 1.171], [-3.416, -2.076, 2.904], [-1.136, -0.719, 0.607], [-1.598, 1.291, 0.774], [-0.976, -1.584, -1.604], [-0.550, -0.169, -0.154], [0.870, -0.015, 0.248], [0.015, 0.076, -0.095], [-0.791, 0.966, -0.625], [0.189, -0.213, -0.077], [0.257, -0.267, 0.293], [-0.489, -0.156, -0.131], [0.064, 0.057, -0.015], [0.027, -0.030, 0.051], [0.043, 0.202, 0.066], [-0.261, -0.033, -0.028], [0.201, -0.041, 0.062], [-0.904, -0.095, -0.014], [1.327, -1.175, 1.846], [0.069, 0.883, -0.225], [-0.044, -0.154, -0.899], [-0.265, 0.733, -1.178], [-0.032, -0.120, 0.164], [-0.086, 0.201, 0.051], [0.001, -0.142, -0.165], [-0.158, -0.014, -0.034], [-0.071, -0.075, -0.227], [0.870, -0.320, 0.252], [-0.003, 0.189, -0.018], [-0.109, 0.384, -0.099], [0.783, -0.271, 0.643]]
}

---

Entry 4:
{
  "formula": "C7H14ClNOSi",
  "method": "ωB97M-V/def2-TZVPD",
  "spin_multiplicity": 1,
  "de_lowest_kcal_mol": 0.96,
  "e_homo_ev": -8.7,
  "energy_ha": -1154.739608,
  "species": ["C", "C", "C", "C", "C", "C", "C", "N", "O", "Si", "Cl", "H", "H", "H", "H", "H", "H", "H", "H", "H", "H", "H", "H", "H", "H"],
  "coordinates": [[-3.449, -0.801, 1.209], [-2.282, -1.233, 0.723], [2.577, 0.272, -0.684], [1.782, 0.087, 0.566], [2.168, -0.551, -1.871], [0.063, 1.659, 1.450], [-1.814, -1.236, -0.716], [0.446, 0.661, 0.495], [1.054, -0.094, -2.548], [-0.579, 0.268, -0.809], [-1.517, 1.950, -1.432], [-3.589, -0.754, 2.237], [-4.072, -0.312, 0.383], [-1.694, -1.732, 1.470], [2.362, 1.459, -0.795], [3.683, 0.160, -0.434], [1.837, -1.085, 0.853], [2.277, 0.538, 1.494], [2.911, -0.578, -2.662], [1.823, -1.598, -1.460], [-0.733, 2.192, 1.215], [-0.140, 1.230, 2.369], [0.805, 2.509, 1.392], [-2.649, -0.943, -1.367], [-1.271, -2.069, -1.073]],
  "atomic_forces_ev_per_a": [[0.592, 1.260, -4.398], [-0.368, -1.093, 0.375], [1.432, 3.625, 0.771], [0.721, -2.559, 2.841], [-1.586, -1.549, 0.332], [4.472, 0.219, -0.662], [-0.082, 2.795, 0.792], [-0.866, -1.197, -1.399], [-3.675, 1.258, 2.417], [2.099, -0.835, -2.188], [-0.290, 0.050, -0.119], [-0.822, 0.003, 1.479], [0.134, -0.541, 1.880], [0.921, -0.087, 0.014], [0.975, -2.475, -0.789], [-1.304, 0.013, -0.380], [-0.720, 2.192, -0.572], [-0.448, -0.297, -1.436], [0.745, -0.536, 0.319], [1.599, 1.060, -0.581], [-4.238, 1.806, -1.630], [0.223, -0.543, 2.274], [-0.079, -1.037, 0.931], [0.292, -0.320, -0.089], [0.273, -1.211, -0.182]]
}

---

Entry 5:
{
  "formula": "C7H14CuI2O7PTa",
  "method": "ωB97M-V/def2-TZVPD",
  "spin_multiplicity": 1,
  "total_charge": -1,
  "e_homo_ev": -4.2,
  "energy_ha": -3435.860084,
  "species": ["C", "C", "O", "O", "C", "C", "C", "Ta", "I", "C", "O", "O", "C", "O", "O", "P", "O", "I", "H", "H", "H", "H", "H", "H", "H", "H", "H", "H", "H", "H", "H", "H", "Cu"],
  "coordinates": [[-1.188, 3.007, -1.970], [-1.757, 1.696, -2.559], [-2.864, 1.373, -2.259], [-1.058, 0.854, -3.401], [-0.031, 0.084, -2.728], [-0.460, -0.565, -1.358], [0.267, 0.204, -0.198], [0.216, -0.783, 1.847], [0.057, -1.895, 4.543], [2.150, 0.319, 2.420], [2.521, 1.393, 1.511], [3.685, 1.015, 0.832], [1.330, -2.663, 1.167], [1.487, -3.619, 1.954], [1.804, -2.729, -0.020], [-2.123, -1.901, 1.450], [-2.079, -2.960, 0.144], [-3.642, 0.018, 0.982], [-1.768, 3.875, -2.347], [-1.356, 2.988, -0.868], [-0.099, 3.094, -2.159], [0.205, -0.762, -3.417], [0.928, 0.654, -2.639], [-1.555, -0.667, -1.235], [-0.049, -1.606, -1.377], [-0.094, 1.258, -0.070], [1.340, 0.290, -0.506], [-0.736, 0.681, 2.506], [3.036, -0.367, 2.458], [2.032, 0.789, 3.428], [3.532, 1.273, -0.093], [-1.142, -3.126, -0.076], [-2.591, -1.222, 4.038]],
  "atomic_forces_ev_per_a": [[0.566, -0.450, 0.012], [-0.167, -0.058, 0.508], [-0.809, 0.169, -0.099], [0.570, 0.809, 0.684], [0.325, -1.371, -0.182], [1.141, 0.301, -0.061], [-0.389, -0.285, 0.564], [3.487, 1.979, -2.252], [-0.823, 0.298, 0.212], [0.047, -0.298, 0.193], [-1.182, 0.506, 0.490], [1.289, -0.346, -0.556], [-0.106, -3.312, -1.366], [-0.304, 0.829, 1.097], [-1.020, 2.058, 0.766], [-0.122, -0.556, 0.443], [-0.092, 0.488, 0.719], [-0.055, -0.091, -0.254], [0.497, -0.609, -0.051], [0.100, -0.161, -0.828], [-0.676, 0.217, 0.012], [-0.363, 0.816, 0.215], [-0.874, -0.122, 0.154], [0.580, 0.380, -0.239], [-0.191, 0.801, 0.072], [0.090, -0.758, -0.142], [-0.651, -0.219, 0.538], [-0.877, -0.699, 0.350], [-0.783, 0.289, 0.145], [0.267, -0.261, -0.563], [-0.375, -0.118, 0.406], [-0.263, 0.217, -0.015], [1.160, -0.440, -0.974]]
}

---

Entry 6:
{
  "formula": "C7H14CuO4",
  "method": "ωB97M-V/def2-TZVPD",
  "spin_multiplicity": 2,
  "de_lowest_kcal_mol": 0.00,
  "e_homo_ev": [-7.2, -7.1],
  "energy_ha": -2216.361480,
  "species": ["C", "O", "C", "O", "C", "C", "O", "C", "Cu", "H", "H", "H", "H", "H", "H", "H", "H", "H", "H", "C", "O", "C", "H", "H", "H", "H"],
  "coordinates": [[1.045, 3.279, -0.606], [2.239, 2.788, -0.076], [-0.136, 2.344, -0.331], [0.265, 1.035, -0.715], [-0.411, -0.111, -0.046], [0.449, -1.316, -0.346], [1.849, -1.065, -0.081], [2.666, -2.228, -0.128], [2.125, 0.855, -0.094], [1.122, 3.415, -1.705], [0.784, 4.267, -0.181], [-1.032, 2.636, -0.900], [-0.382, 2.360, 0.746], [0.361, -1.617, -1.402], [0.138, -2.152, 0.296], [3.694, -1.926, 0.096], [2.319, -2.953, 0.622], [2.620, -2.678, -1.129], [-0.519, 0.071, 1.038], [-3.053, -1.111, 1.339], [-2.894, -0.079, 0.395], [-1.908, -0.303, -0.600], [-4.129, -1.299, 1.474], [-2.564, -2.042, 0.997], [-2.617, -0.833, 2.316], [-2.029, -1.339, -0.979]],
  "atomic_forces_ev_per_a": [[0.558, -0.257, -0.042], [-0.408, -0.491, 0.021], [-0.647, 0.719, 0.364], [-2.161, -1.933, 0.299], [-1.187, 2.121, -1.624], [0.462, -0.705, -0.205], [-0.749, -0.077, 0.225], [0.047, -0.133, -0.064], [2.205, 1.285, 0.428], [-0.089, 0.003, 0.138], [-0.005, -0.173, -0.058], [0.145, -0.067, 0.117], [0.136, -0.099, -0.262], [-0.099, 0.101, 0.220], [-0.078, 0.067, -0.160], [-0.339, -0.023, -0.066], [0.092, 0.095, -0.145], [0.042, 0.042, 0.188], [0.305, 0.167, -0.343], [-0.161, -0.749, 0.366], [1.191, 0.802, -1.668], [0.875, -1.662, 3.160], [0.368, 0.050, -0.017], [-0.261, 0.247, 0.146], [-0.091, -0.013, -0.397], [-0.151, 0.686, -0.621]]
}